127
Properties=species:S:1:pos:R:3 method="wB97M-V/def2-TZVPD" charge=+1 multiplicity=4 e_tot_ha=-5367.8936 orbital_gap_ha="0.23152 / 0.21430"
Cr -0.85 0.25 0.68
C -3.58 -0.56 -0.04
N -2.67 -0.70 1.13
C -3.20 -0.07 2.36
C -2.88 1.40 2.38
C -3.68 2.33 3.02
C -3.31 3.67 2.98
C -2.16 4.04 2.30
C -1.41 3.05 1.69
N -1.75 1.76 1.75
C -2.35 -2.14 1.31
C -1.42 -2.56 0.20
C -1.41 -3.84 -0.31
C -0.49 -4.15 -1.30
C 0.37 -3.17 -1.75
C 0.29 -1.91 -1.20
N -0.57 -1.61 -0.23
C -3.29 0.68 -0.84
C -4.24 1.33 -1.59
C -3.85 2.38 -2.40
C -2.52 2.75 -2.42
C -1.62 2.06 -1.63
N -2.00 1.05 -0.85
H -3.38 -1.39 -0.72
H -4.62 -0.61 0.28
H -4.28 -0.23 2.44
H -2.73 -0.54 3.23
H -4.58 2.02 3.52
H -3.92 4.42 3.47
H -1.85 5.07 2.22
H -0.50 3.27 1.13
H -1.83 -2.25 2.27
H -3.25 -2.75 1.34
H -2.12 -4.57 0.05
H -0.46 -5.15 -1.72
H 1.07 -3.36 -2.55
H 0.90 -1.11 -1.59
H -5.27 0.99 -1.56
H -4.57 2.89 -3.02
H -2.16 3.55 -3.05
H -0.57 2.33 -1.59
C -3.02 0.35 -7.47
C -3.16 -0.05 -6.01
C -4.37 0.58 -5.35
O -1.97 0.42 -5.32
P -1.14 -0.58 -4.38
S -2.36 -1.57 -3.17
S 0.33 0.53 -3.62
O -0.55 -1.69 -5.38
C 0.72 -1.58 -6.07
C 1.08 -2.99 -6.50
C 0.62 -0.62 -7.23
H -3.90 0.03 -8.03
H -2.14 -0.10 -7.92
H -2.93 1.44 -7.55
H -3.21 -1.13 -5.92
H -4.30 1.67 -5.41
H -4.43 0.27 -4.31
H -5.28 0.27 -5.87
H 1.45 -1.21 -5.35
H 0.34 -3.37 -7.21
H 1.12 -3.66 -5.65
H 2.05 -2.99 -6.99
H -0.06 -1.00 -7.99
H 1.60 -0.50 -7.69
H 0.28 0.36 -6.90
C 0.40 1.55 6.18
C -0.46 0.34 5.95
C -1.34 0.00 6.98
C -2.13 -1.14 6.94
C -2.03 -1.99 5.85
C -1.17 -1.66 4.82
C -0.41 -0.48 4.82
Sb 0.70 -0.36 2.95
C 1.61 -2.26 3.16
C 1.42 -3.16 2.11
C 1.88 -4.47 2.21
C 2.54 -4.87 3.37
C 2.74 -3.96 4.39
C 2.29 -2.65 4.31
C 2.60 -1.71 5.45
C 2.09 1.24 3.12
C 1.49 2.49 3.26
C 2.23 3.66 3.25
C 3.61 3.58 3.10
C 4.21 2.34 2.98
C 3.48 1.15 2.98
C 4.24 -0.14 2.85
H 0.57 1.68 7.25
H -0.07 2.46 5.81
H 1.37 1.46 5.70
H -1.38 0.64 7.85
H -2.79 -1.37 7.76
H -2.59 -2.92 5.82
H -1.06 -2.37 4.01
H 0.94 -2.84 1.20
H 1.73 -5.16 1.39
H 2.90 -5.88 3.46
H 3.29 -4.27 5.28
H 3.57 -1.94 5.88
H 1.85 -1.79 6.24
H 2.62 -0.66 5.13
H 0.42 2.56 3.41
H 1.75 4.62 3.37
H 4.21 4.47 3.09
H 5.29 2.28 2.87
H 4.74 -0.37 3.79
H 5.01 -0.05 2.08
H 3.61 -0.98 2.58
O 2.21 -0.30 0.53
C 1.84 0.70 -0.08
O 0.68 1.27 0.11
C 2.68 1.31 -1.15
C 2.25 2.46 -1.80
C 2.95 2.90 -2.91
C 4.07 2.25 -3.39
C 4.48 1.12 -2.69
C 3.80 0.63 -1.59
N 5.67 0.39 -3.18
O 6.28 0.87 -4.11
O 5.96 -0.64 -2.60
N 2.45 4.09 -3.62
O 3.01 4.39 -4.65
O 1.52 4.68 -3.13
H 1.38 3.00 -1.48
H 4.60 2.59 -4.26
H 4.13 -0.27 -1.10

***

118
Properties=species:S:1:pos:R:3 method="wB97M-V/def2-TZVPD" charge=+1 multiplicity=6 de_lowest_kcal_mol=59.1 e_tot_ha=-6845.2463 orbital_gap_ha="0.21501 / 0.25041"
Fe 0.77 -0.28 0.59
O 0.57 1.50 1.52
C 1.65 2.29 2.01
C 2.78 2.40 1.02
C 3.78 1.18 0.81
C 3.61 0.58 -0.55
C 4.62 0.68 -1.46
C 4.49 0.05 -2.68
C 3.30 -0.61 -3.01
C 2.34 -0.65 -1.99
N 2.46 -0.08 -0.81
H -0.15 2.09 1.32
H 1.95 1.89 2.99
H 1.22 3.29 2.24
H 3.36 3.31 1.22
H 2.32 2.54 0.03
H 3.51 0.32 1.46
H 4.79 1.45 1.00
H 5.52 1.14 -1.14
H 5.28 0.04 -3.39
H 3.14 -1.07 -4.00
H 1.37 -1.18 -2.05
N -3.20 -3.32 -2.93
C -3.12 -2.45 -2.18
N -2.86 -1.50 -1.22
C -1.66 -1.56 -0.38
N -0.45 -1.32 -0.59
C 3.17 -4.77 1.03
Si 3.08 -3.56 2.47
C 2.52 -4.36 4.11
C 4.72 -2.53 2.50
Se 1.59 -1.70 2.37
H 3.67 -5.68 1.37
H 3.74 -4.35 0.17
H 2.13 -5.08 0.77
H 3.36 -4.92 4.53
H 1.65 -4.96 4.04
H 2.29 -3.52 4.83
H 5.54 -3.13 2.96
H 4.67 -1.57 3.01
H 4.98 -2.39 1.44
C -1.35 0.11 7.02
C -2.45 -0.35 6.35
C -2.33 -1.07 5.18
C -1.04 -1.38 4.75
C 0.12 -1.00 5.44
C -0.06 -0.16 6.55
P -0.92 -2.03 3.02
C -2.17 -1.30 2.15
C -2.74 0.08 2.39
C -3.62 0.66 1.51
C -4.29 0.05 0.32
C -3.73 -1.38 0.04
C -2.49 -1.87 0.87
C -0.92 -3.81 2.86
C -0.76 -4.48 1.65
C -0.93 -5.84 1.55
C -1.13 -6.59 2.71
C -1.26 -5.97 3.98
C -1.17 -4.57 4.02
H -1.47 0.57 7.99
H -3.43 -0.18 6.79
H -3.17 -1.40 4.60
H 1.09 -1.27 5.09
H 0.82 0.19 7.04
H -2.33 0.69 3.20
H -4.01 1.68 1.76
H -5.27 -0.11 0.70
H -4.53 -2.14 0.02
H -2.61 -2.94 1.00
H -0.52 -3.93 0.76
H -0.99 -6.35 0.60
H -1.16 -7.66 2.71
H -1.33 -6.64 4.89
H -1.22 -4.06 4.97
C -0.63 4.70 -4.24
C -0.27 5.13 -2.85
C 0.10 6.48 -2.72
C 0.31 7.07 -1.51
C 0.03 6.28 -0.40
C -0.22 4.96 -0.50
C -0.35 4.32 -1.72
Sb -0.33 2.16 -1.82
C -2.41 1.80 -2.23
C -3.04 1.74 -1.04
C -4.36 1.10 -0.81
C -4.94 0.59 -2.10
C -4.33 0.73 -3.28
C -3.10 1.40 -3.48
C -2.48 1.74 -4.81
C 0.94 1.89 -3.52
C 1.98 2.80 -3.76
C 2.76 2.61 -4.92
C 2.56 1.47 -5.71
C 1.55 0.54 -5.45
C 0.75 0.70 -4.31
C -0.32 -0.35 -4.00
H -1.50 5.25 -4.69
H -0.98 3.68 -4.26
H 0.26 4.84 -4.92
H 0.24 7.12 -3.63
H 0.49 8.13 -1.45
H 0.08 6.76 0.59
H -0.41 4.34 0.43
H -2.53 1.96 -0.09
H -5.01 1.93 -0.44
H -5.91 0.13 -2.07
H -4.86 0.34 -4.14
H -3.10 1.20 -5.53
H -1.44 1.61 -4.86
H -2.68 2.77 -4.94
H 2.05 3.76 -3.12
H 3.48 3.37 -5.20
H 3.14 1.45 -6.60
H 1.31 -0.29 -6.13
H -0.95 -0.14 -3.08
H 0.07 -1.33 -3.81
H -1.09 -0.49 -4.79